Density functional theory data (ωB97M-V/def2-TZVPD) for a 3-piece molecular cluster, C15H43N8O4P2 overall in a non-equilibrium geometry.

```
72
Properties=species:S:1:pos:R:3:forces:R:3
N 5.976487 -4.757482 2.509277 -0.214 0.178 0.033
C 5.949669 -4.412375 1.078505 -0.385 0.528 0.163
N 6.031008 -5.510254 0.163222 -0.779 0.145 0.425
C 5.578204 -6.832222 0.512844 0.833 -0.562 -0.470
C 6.701206 -7.744833 1.117430 0.929 -0.648 0.598
O 7.608314 -7.225994 1.801531 -0.309 0.502 -0.277
O 6.639666 -8.970017 0.832720 -0.809 0.029 -0.329
H 6.565840 -4.094050 2.991836 0.337 -0.212 0.037
H 5.062586 -4.593895 2.910866 -0.139 -0.153 -0.090
H 5.015919 -3.838101 0.919651 0.097 0.030 -0.150
H 6.772845 -3.715774 0.903980 0.032 -0.052 -0.288
H 6.559025 -5.396552 -0.675358 0.370 -0.080 0.143
H 5.271758 -7.359882 -0.395571 -0.091 0.092 -0.041
H 4.692500 -6.819502 1.152016 0.111 0.189 0.224
O 3.729613 -0.894739 1.013491 -1.229 -3.372 -0.996
P 2.430605 -0.498115 0.366822 1.112 7.226 1.124
N 3.142981 0.608021 -0.785707 0.111 -0.277 -0.533
C 2.473484 1.731516 -1.411193 -0.440 -0.035 -0.167
C 4.045511 -0.023320 -1.748082 0.362 -0.261 0.297
N 1.783249 0.386981 1.705084 -0.021 -0.188 0.172
C 1.327590 1.761451 1.618084 -0.559 -0.048 -0.312
C 2.437770 0.190946 2.993449 0.128 -0.259 0.062
N 0.883502 -0.458998 -0.467520 -0.050 -3.264 0.747
C -0.269698 -0.918292 0.351100 -0.349 0.148 0.353
C 0.869870 -1.361269 -1.650181 0.334 0.402 -0.543
H 1.710516 1.438171 -2.148929 -0.018 0.031 -0.006
H 3.208135 2.346547 -1.937802 0.138 -0.164 0.009
H 2.008331 2.396526 -0.691729 -0.112 -0.157 0.075
H 3.515496 -0.599266 -2.519832 0.063 0.090 -0.095
H 4.732265 -0.702688 -1.243236 -0.094 -0.008 0.071
H 4.651227 0.726281 -2.261049 -0.056 0.104 0.078
H 2.163914 2.463225 1.502416 -0.030 0.034 -0.011
H 0.783738 2.033868 2.527128 0.108 -0.092 0.081
H 0.610719 1.904624 0.808771 0.135 -0.046 -0.128
H 3.378520 0.748567 3.068447 0.038 -0.059 0.047
H 2.637130 -0.860334 3.178795 0.174 0.018 -0.106
H 1.774282 0.520402 3.798481 -0.091 0.146 -0.148
H -0.114937 -1.926674 0.745976 -0.090 -0.052 -0.070
H -1.178100 -0.918095 -0.254372 0.172 -0.028 -0.225
H -0.483123 -0.262346 1.186924 0.278 0.116 -0.009
H 1.148163 -2.385211 -1.389787 -0.114 -0.056 -0.053
H 1.545765 -1.007594 -2.427683 0.115 0.041 0.140
H -0.121812 -1.378988 -2.100571 -0.066 0.065 0.153
O -2.918557 1.721113 0.434704 -1.091 -3.691 -0.583
P -4.239734 1.993132 -0.241371 0.916 7.611 0.378
N -3.552023 3.061549 -1.444175 0.138 -0.278 -0.559
C -4.257359 4.112184 -2.153718 -0.415 -0.069 -0.189
C -2.595403 2.419709 -2.346680 0.368 -0.208 0.339
N -4.959615 2.918769 1.026714 -0.003 -0.314 0.208
C -5.478531 4.261801 0.848918 -0.553 -0.064 -0.304
C -4.326913 2.831320 2.339061 0.151 -0.243 0.087
N -5.758755 1.928868 -1.131548 -0.045 -3.343 1.086
C -6.925000 1.471925 -0.327824 -0.309 0.224 0.234
C -5.701597 0.964610 -2.263476 0.347 0.398 -0.560
H -4.985428 3.738701 -2.889244 -0.018 0.032 -0.014
H -3.538994 4.728779 -2.699325 0.144 -0.151 0.026
H -4.771370 4.796222 -1.487641 -0.100 -0.148 0.088
H -3.077105 1.773335 -3.094034 0.065 0.091 -0.105
H -1.888319 1.806942 -1.786375 -0.077 0.015 0.063
H -2.013947 3.166138 -2.890187 -0.056 0.100 0.067
H -4.675476 4.995722 0.709555 -0.035 0.029 -0.023
H -6.056055 4.559131 1.728854 0.124 -0.087 0.094
H -6.180618 4.321983 0.016748 0.168 -0.038 -0.140
H -3.416859 3.438472 2.400094 0.036 -0.055 0.042
H -4.081453 1.803827 2.590762 0.169 0.017 -0.102
H -5.024006 3.173332 3.108890 -0.093 0.126 -0.157
H -6.751426 0.492772 0.126088 -0.119 -0.051 -0.047
H -7.806566 1.407089 -0.968263 0.171 -0.079 -0.200
H -7.182966 2.168229 0.462249 0.279 0.074 0.042
H -5.398498 -0.033491 -1.938259 -0.118 -0.063 -0.049
H -5.011880 1.300040 -3.036302 0.098 0.055 0.144
H -6.675281 0.887527 -2.744460 -0.073 0.067 0.144
```
Positions in Å, forces in eV/Å.

Output
Kohn-Sham gap: 3.72 eV
net charge: -1
energy: -54938.595 eV

Here are the Löwdin charges for atoms 1 to 4, given in e: 0.01, -0.33, -0.09, -0.18